This record from the OMol25 dataset describes C14H11IN4O2PbSTe4 as an isolated structure in a non-equilibrium geometry. The level of theory is wB97M-V/def2-TZVPD.

Last column: Mulliken charge in e.
Positions of all 38 atoms, in Å:
Pb 1.69071 0.37351 3.09665  0.587
N 3.71401 2.02459 -0.74714  -0.416
C 2.95520 1.64218 0.29477  0.736
S 3.70771 0.58491 1.41672  -0.538
N 1.75253 2.15583 0.36064  -1.218
N 0.96376 1.81139 1.35727  0.698
C -0.26106 2.24316 1.34997  -0.687
C -1.18288 1.84395 2.36515  0.882
C -2.51521 2.29180 2.34694  -0.842
C -3.38627 1.85608 3.31957  -0.239
C -2.91612 0.99185 4.30766  -0.664
C -1.58916 0.61017 4.26814  -0.245
N -0.74333 1.01010 3.32773  -0.021
H 4.57983 1.53845 -0.90777  0.207
H 3.27088 2.51304 -1.50440  0.255
H -0.59585 2.89546 0.55353  0.358
H -2.83660 2.96020 1.56293  0.365
H -4.42036 2.16166 3.30943  0.444
H -3.56516 0.61270 5.07878  0.392
H -1.18547 -0.05058 5.02525  0.407
Te -1.55397 -1.27733 0.58628  0.116
Te -2.69502 -2.61820 2.66013  -0.201
Te -0.28355 -3.19508 3.78458  -0.274
Te 0.88127 -1.87464 1.49989  0.192
I -1.33006 -2.26660 -6.93347  0.065
C -0.31275 -1.88214 -5.12049  -0.029
C 0.61046 -2.80309 -4.65697  -0.436
C 1.22702 -2.57534 -3.44463  -0.423
C 0.92119 -1.44672 -2.69136  0.094
C -0.00290 -0.52753 -3.17594  -0.184
C -0.61782 -0.74249 -4.39647  -0.569
C 1.43487 -1.39513 -1.29128  0.630
O 2.23516 -2.23743 -0.88576  -0.713
O 0.89640 -0.54884 -0.49734  -0.403
H 0.83234 -3.69972 -5.21438  0.372
H 1.93261 -3.28656 -3.04592  0.448
H -0.26192 0.34610 -2.59368  0.475
H -1.35049 -0.03969 -4.76502  0.380

Output
HOMO energy = -6.9 eV
LUMO = -1.37 eV
Kohn-Sham gap = 5.52 eV



This record from the OMol25 dataset describes a 2-piece molecular cluster, C6H7BrO4 overall in a non-equilibrium geometry. The level of theory is wB97M-V/def2-TZVPD.

Last column: Mulliken charge in e.
Positions of all 18 atoms, in Å:
C 1.59663 -0.17276 -0.09790  -0.568
C 0.82225 0.11036 1.01422  -0.771
C 1.19738 0.32327 -1.35025  0.399
C -0.53136 0.64122 0.82934  0.512
C 0.07209 1.20201 -1.50105  0.820
C -1.35398 -0.65018 1.06588  -0.391
O 1.97047 0.21871 -2.43711  -0.497
O -0.74302 1.31654 -0.38999  -0.399
O -0.14075 1.79751 -2.51854  -0.569
O -1.80453 -0.75423 2.39054  -0.505
Br -0.07216 -2.95910 -1.05579  -0.486
H 2.56090 -0.58678 0.10305  0.408
H 0.95647 -0.43979 1.87465  0.513
H -0.82099 1.36014 1.54477  0.460
H -0.70661 -1.52911 0.80132  0.051
H -2.10353 -0.76699 0.16979  0.298
H 1.57836 0.90994 -3.00617  0.369
H -2.47762 -0.02077 2.56324  0.356

Output
HOMO energy (spin up / spin down) = -9.0 / -7.8 eV
LUMO (spin up / spin down) = -2.48 / -3.41 eV
Kohn-Sham gap (spin up / spin down) = 6.47 / 4.42 eV



This record from the OMol25 dataset describes a 2-piece molecular cluster, C7H17N2O overall in a non-equilibrium geometry. The level of theory is wB97M-V/def2-TZVPD.

Last column: Mulliken charge in e.
Positions of all 27 atoms, in Å:
C 0.40628 1.93833 0.88932  -1.193
C -2.69228 -0.30618 -1.70558  -1.367
C -0.10166 -1.41422 1.86665  -0.820
C 3.69022 -0.04396 -1.15237  -0.511
C -0.89249 1.20741 0.59455  -0.405
C -1.98459 -0.86821 -0.48774  -0.576
C -0.64932 -0.11097 -0.16442  0.139
N 2.15776 -0.62198 0.50760  -0.163
N 0.08947 -1.06453 0.52167  -0.160
O 2.36546 -0.21767 -0.64178  0.163
H 1.14052 1.27448 1.35931  0.272
H 0.84504 2.33959 -0.02146  0.295
H 0.22149 2.76137 1.57423  0.404
H -2.06951 -0.37738 -2.59391  0.362
H -2.98541 0.72950 -1.56247  0.341
H -3.59000 -0.89504 -1.87809  0.394
H -1.17462 -1.41763 2.10384  0.399
H 0.37755 -0.71534 2.56854  0.331
H 0.31577 -2.41041 2.03222  0.326
H 4.44325 -0.14739 -0.36666  0.306
H 3.71487 0.95413 -1.59908  0.275
H 3.84883 -0.78127 -1.94537  0.283
H -1.53039 1.83317 -0.02952  0.402
H -1.42364 0.99949 1.52480  0.287
H -1.74558 -1.91908 -0.66576  0.426
H -2.62685 -0.81087 0.39215  0.326
H -0.15017 0.08466 -1.12068  0.464

Output
HOMO energy (spin up / spin down) = -13.7 / -13.6 eV
LUMO (spin up / spin down) = -6.11 / -5.51 eV
Total charge = +1
Kohn-Sham gap (spin up / spin down) = 7.57 / 8.12 eV